No. 1
The following is a quantum chemistry calculation of a 2-piece molecular cluster, C10H10N2 overall in a non-equilibrium geometry, from OMol25.

Last column: Mulliken charge in e.
Geometry (Å):
C  -0.5406  -2.2763  0.1354  -0.06
C  -0.0186  -2.1787  -1.1281  -0.09
C  0.4058  -3.3394  -1.7525  -0.36
N  0.2257  -4.5518  -1.1891  -0.50
C  -0.1180  -4.6225  0.1124  -0.21
C  -0.6068  -3.5411  0.7875  -0.41
H  -0.9211  -1.3514  0.5886  0.33
H  0.0890  -1.2223  -1.6567  0.28
H  0.6527  -3.3534  -2.8223  0.34
H  0.0317  -5.6266  0.5308  0.37
H  -0.9983  -3.5326  1.8133  0.32
C  -0.7280  2.5164  0.0084  -0.18
C  -1.0105  3.6639  0.7771  -0.36
C  0.0346  4.4489  1.1976  -0.14
N  1.3509  4.2146  0.9047  -0.55
C  1.5996  3.0752  0.2360  -0.26
C  0.6301  2.2033  -0.2050  -0.17
H  -1.4976  1.8138  -0.3375  0.37
H  -2.0366  3.9191  1.0728  0.32
H  -0.1720  5.3334  1.8146  0.33
H  2.6718  2.9844  0.0177  0.36
H  0.9561  1.4232  -0.9056  0.27

The LUMO energy is 0.686 eV. The frontier orbital gap comes out at 0.38148 Ha. The highest occupied orbital energy comes out at -9.695 eV. The total energy comes out at -496.5333 Eh. As for the largest force on an atom: 0.0453 Eh/bohr. Its SMILES is c1ccncc1.c1ccncc1. Its spin multiplicity is 1. As for the relative energy (zero: lowest compared OMol25 entry of this formula, charge and spin): 1.735 eV. Its total charge is 0.

=====

No. 2
The following is a quantum chemistry calculation of a 2-piece molecular cluster, C10H10N2 overall in a non-equilibrium geometry, from OMol25.

Last column: Mulliken charge in e.
Geometry (Å):
C  -3.6209  1.0707  -0.2805  0.13
C  -3.4520  0.7566  1.1195  -0.33
C  -2.7779  -0.4585  1.2453  -0.16
N  -2.6444  -1.3465  0.2336  -0.51
C  -2.7447  -0.8970  -1.0006  -0.15
C  -3.2634  0.3143  -1.2947  -0.31
H  -4.3643  1.9295  -0.5195  0.25
H  -3.9476  1.6386  1.8915  0.22
H  -2.6708  -0.8180  2.3188  0.31
H  -2.7095  -1.7879  -1.6830  0.38
H  -3.1677  1.0774  -2.2856  0.19
C  1.9161  0.5165  -0.0915  -0.05
C  2.1294  -0.9215  0.0943  -0.20
C  3.4172  -1.3330  -0.0039  -0.17
N  4.3937  -0.3675  0.0968  -0.54
C  4.1492  0.9289  -0.0299  -0.03
C  2.7951  1.5323  -0.0749  -0.36
H  0.8299  0.7491  0.3155  0.16
H  1.2734  -1.6551  -0.0390  0.30
H  3.6495  -2.5239  -0.2558  0.22
H  4.9163  1.7058  0.0073  0.32
H  2.6568  2.6262  -0.1613  0.34

The LUMO energy is 0.645 eV. The frontier orbital gap comes out at 0.36419 Ha. The highest occupied orbital energy comes out at -9.265 eV. The total energy comes out at -496.3967 Eh. As for the largest force on an atom: 0.1331 Eh/bohr. Its SMILES is c1ccncc1.c1ccncc1. Its spin multiplicity is 1. As for the relative energy (zero: lowest compared OMol25 entry of this formula, charge and spin): 5.453 eV. Its total charge is 0.

=====

Which value of frontier orbital gap does entry 2 give? 0.36419 Ha

=====

What is the relative energy (zero: lowest compared OMol25 entry of this formula, charge and spin) in the first record? 1.735 eV

=====

Which of these has the highest total energy? number 2